(1)
Density functional theory data (wB97M-V/def2-TZVPD) for C26H32CdNO4S2 as an isolated structure in a non-equilibrium geometry.

For the energy above the lowest of the compared OMol25 structures with the same formula, charge and spin, the calculation gives 277.5 kJ/mol. As for the multiplicity: 1. As for the total energy: -2329.5648 Ha. Its net charge is -1.

Atoms and positions in Å:
O 1.21 0.48 -4.56
C 1.04 1.66 -5.42
C 0.66 0.92 -6.69
H 1.97 2.20 -5.49
H 0.22 2.32 -5.12
C 0.83 -0.30 -5.74
H 1.43 0.94 -7.47
H -0.33 1.07 -7.09
C 1.96 -1.17 -6.29
H 2.89 -0.59 -6.27
H 1.67 -1.43 -7.33
H 2.09 -2.10 -5.72
C -0.45 -1.06 -5.50
H -1.20 -0.41 -5.04
H -0.24 -1.90 -4.81
H -0.82 -1.46 -6.46
Cd 3.12 0.27 1.18
C -3.13 -0.73 2.59
C -2.93 0.68 2.47
C -3.40 1.09 1.20
H -2.47 1.34 3.20
C -3.81 -0.08 0.49
C -3.62 -1.21 1.34
H -3.81 -2.25 1.09
H -3.00 -1.33 3.50
H -3.47 2.10 0.84
H -4.20 -0.09 -0.53
C 1.39 -1.89 3.11
C 0.37 -2.07 2.15
C 0.98 -2.32 0.89
H -0.70 -2.04 2.34
C 2.40 -2.31 1.06
C 2.67 -1.96 2.44
H 3.63 -2.03 2.95
H 1.22 -1.78 4.18
H 0.44 -2.59 -0.03
H 3.16 -2.63 0.34
O -1.36 1.55 -0.61
C -1.31 0.24 -1.26
C -1.98 0.48 -2.59
H -1.78 -0.52 -0.64
H -0.23 -0.04 -1.40
C -1.30 1.81 -2.98
H -3.05 0.70 -2.42
H -1.81 -0.28 -3.33
C -0.95 2.49 -1.65
H -1.92 2.44 -3.63
H -0.35 1.58 -3.48
H -1.44 3.50 -1.60
H 0.14 2.60 -1.52
O 4.14 1.90 5.49
S 3.48 0.77 4.90
O 4.13 -0.51 4.77
N 2.77 1.09 3.39
C 1.44 1.16 3.36
S 0.78 1.22 1.76
C 0.85 0.88 4.66
C -0.45 0.43 4.95
C -0.73 -0.20 6.17
C 0.27 -0.35 7.14
C 1.58 0.08 6.86
C 1.85 0.63 5.62
H -1.21 0.49 4.19
H -1.73 -0.60 6.36
H 0.04 -0.84 8.09
H 2.38 -0.04 7.59

Atomic partial charges in e from the Mulliken method, atoms 1 to 2: -0.548 -0.344

=====

(2)
Density functional theory data (wB97M-V/def2-TZVPD) for a 3-piece molecular cluster, C26H32ClF2N4O8P2 overall in a non-equilibrium geometry.

As for the multiplicity: 1. As for the total energy: -3173.2946 Ha. Its net charge is +1.

Atoms and positions in Å:
C -2.58 3.89 2.09
C -1.19 3.62 1.45
C -1.26 3.02 0.03
C -1.73 1.53 -0.05
C -1.06 0.88 -1.32
C -1.44 0.74 1.21
C -2.48 0.17 1.92
N -3.80 0.32 1.39
C -4.81 0.16 2.42
O -5.45 1.02 2.90
F -5.05 -1.12 2.81
C -3.91 -0.68 0.29
O -3.15 -1.59 0.22
F -4.85 -0.45 -0.61
N -2.22 -0.50 3.04
C -1.00 -0.64 3.54
Cl -0.87 -1.48 5.03
C 0.10 -0.14 2.89
P 1.81 -0.31 3.56
P 2.14 -2.42 4.08
O 1.11 -3.31 3.53
O 3.57 -2.92 3.58
O 2.13 -2.47 5.69
C -0.13 0.57 1.68
C 1.08 1.13 0.95
O 1.66 2.06 1.45
O 1.49 0.61 -0.23
C 2.78 -0.02 -0.19
O 3.50 0.35 -1.33
C 4.89 0.03 -1.05
C 5.68 -0.21 -2.33
H -3.21 2.99 2.15
H -2.39 4.32 3.08
H -3.08 4.69 1.53
H -0.73 4.62 1.34
H -0.55 3.08 2.15
H -2.02 3.61 -0.51
H -0.31 3.22 -0.48
H -2.80 1.56 -0.29
H -0.20 1.46 -1.67
H -0.69 -0.13 -1.11
H -1.77 0.88 -2.15
H -2.96 -0.94 3.58
H 2.74 -0.09 2.52
H 4.31 -2.47 4.01
H 1.45 -3.09 5.98
H 2.62 -1.11 -0.25
H 3.36 0.29 0.69
H 4.88 -0.91 -0.48
H 5.32 0.85 -0.45
H 5.96 0.69 -2.87
H 5.12 -0.91 -2.97
H 6.61 -0.72 -2.06
N -9.73 0.92 1.22
C -8.49 0.44 1.21
C -8.06 -0.58 0.39
C -8.97 -1.16 -0.48
C -10.27 -0.69 -0.48
C -10.60 0.35 0.39
H -7.80 0.92 1.90
H -7.03 -0.91 0.42
H -8.68 -1.97 -1.14
H -11.02 -1.11 -1.13
H -11.61 0.75 0.42
N 8.53 -1.04 -4.38
C 7.92 -0.67 -5.51
C 8.03 -1.36 -6.71
C 8.82 -2.50 -6.74
C 9.46 -2.90 -5.58
C 9.29 -2.14 -4.43
H 7.32 0.23 -5.43
H 7.51 -1.01 -7.59
H 8.93 -3.06 -7.66
H 10.09 -3.78 -5.57
H 9.77 -2.42 -3.50

Atomic partial charges in e from the Mulliken method, atoms 1 to 2: -1.249 -0.340

=====

(3)
Density functional theory data (wB97M-V/def2-TZVPD) for a 6-piece molecular cluster, C26H32F16O14 overall in a non-equilibrium geometry.

For the energy above the lowest of the compared OMol25 structures with the same formula, charge and spin, the calculation gives 0.0 kJ/mol. As for the multiplicity: 1. Its SMILES is FC(F)C(F)(F)COC(F)(F)C(F)F.FC(F)C(F)(F)COC(F)(F)C(F)F.C[C@H]1COC(=O)O1.C[C@H]1COC(=O)O1.C[C@H]1COC(=O)O1.C[C@H]1COC(=O)O1. As for the total energy: -3661.2368 Ha.

Atoms and positions in Å:
F 2.46 0.15 -0.55
C 2.67 -0.02 0.79
F 3.97 0.18 1.08
C 1.80 0.91 1.63
F 2.33 2.15 1.60
F 1.82 0.46 2.92
C 0.41 0.91 1.06
O -0.54 1.51 1.93
C -1.18 2.63 1.52
F -0.29 3.63 1.32
F -1.83 2.43 0.36
C -2.16 2.88 2.66
F -1.54 3.31 3.77
F -3.15 3.74 2.31
H 2.44 -1.07 1.01
H 0.02 -0.09 0.89
H 0.44 1.38 0.07
H -2.62 1.90 2.84
F -0.47 -2.90 -7.87
C 0.88 -2.80 -7.75
F 1.37 -2.04 -8.77
C 1.27 -2.15 -6.44
F 0.63 -2.78 -5.42
F 0.88 -0.85 -6.40
C 2.77 -2.24 -6.22
O 3.08 -1.44 -5.08
C 4.21 -1.79 -4.48
F 4.19 -3.09 -4.07
F 5.28 -1.70 -5.33
C 4.43 -0.95 -3.22
F 5.70 -1.13 -2.79
F 4.23 0.36 -3.45
H 1.32 -3.80 -7.81
H 3.31 -1.94 -7.10
H 2.97 -3.28 -5.95
H 3.70 -1.28 -2.47
C -4.05 -0.06 0.65
C -3.72 -0.66 -0.70
C -2.85 -1.92 -0.66
O -3.61 -2.85 -1.47
C -4.70 -2.25 -1.99
O -5.41 -2.72 -2.80
O -4.90 -1.04 -1.41
H -4.52 -0.81 1.30
H -4.74 0.78 0.65
H -3.10 0.17 1.15
H -3.18 0.12 -1.26
H -2.69 -2.38 0.31
H -1.92 -1.76 -1.20
C 0.53 -3.18 2.37
C -0.44 -3.00 3.51
C 0.17 -2.46 4.82
O -0.53 -1.21 5.05
C -1.48 -1.04 4.13
O -2.28 -0.16 4.14
O -1.41 -1.98 3.16
H 0.06 -3.43 1.42
H 1.20 -4.01 2.66
H 1.23 -2.35 2.30
H -0.92 -3.95 3.74
H 1.25 -2.32 4.79
H -0.10 -3.05 5.70
C -0.14 4.59 6.28
C -0.01 3.10 6.10
C 0.90 2.64 4.90
O 1.85 1.77 5.49
C 1.61 1.64 6.82
O 2.12 0.81 7.50
O 0.71 2.55 7.24
H 0.67 5.00 6.87
H -1.09 4.84 6.75
H -0.11 5.09 5.31
H -0.95 2.56 6.08
H 1.35 3.56 4.51
H 0.28 2.19 4.14
C -0.10 2.76 -3.46
C -1.01 1.63 -3.10
C -1.53 0.79 -4.28
O -1.23 -0.57 -3.94
C -0.56 -0.62 -2.78
O -0.20 -1.60 -2.21
O -0.23 0.63 -2.38
H -0.67 3.63 -3.78
H 0.61 2.51 -4.25
H 0.49 3.08 -2.60
H -1.80 1.91 -2.41
H -1.04 0.96 -5.24
H -2.60 0.93 -4.48

Atomic partial charges in e from the Mulliken method, atoms 1 to 2: -0.100 0.097

=====

(4)
Density functional theory data (wB97M-V/def2-TZVPD) for the molecule C26H32N4O4.

For the energy above the lowest of the compared OMol25 structures with the same formula, charge and spin, the calculation gives 51.9 kJ/mol. As for the multiplicity: 1. Its SMILES is COc1ccc(Cn2c(=O)[nH]c3cc(C(=O)NCCCN4CCCCCC4)ccc3c2=O)cc1. As for the total energy: -1530.0285 Ha.

Atoms and positions in Å:
C 6.53 -2.55 -3.76
O 5.57 -1.57 -4.05
C 4.27 -1.95 -4.19
C 3.80 -3.25 -4.05
C 2.45 -3.52 -4.22
C 1.55 -2.51 -4.51
C 0.08 -2.80 -4.65
N -0.60 -2.60 -3.36
C -0.62 -3.69 -2.50
O -0.17 -4.77 -2.79
N -1.21 -3.46 -1.28
C -1.76 -2.27 -0.88
C -2.33 -2.11 0.38
C -2.86 -0.89 0.75
C -3.42 -0.79 2.14
O -3.83 -1.76 2.75
N -3.42 0.46 2.64
C -3.66 0.74 4.04
C -2.37 1.19 4.73
C -1.79 2.47 4.12
N -1.40 2.31 2.73
C -0.24 1.47 2.49
C 1.06 1.77 3.26
C 1.48 3.24 3.35
C 1.06 4.12 2.17
C -0.38 4.60 2.27
C -1.42 3.52 1.93
C -2.86 0.18 -0.15
C -2.30 0.02 -1.39
C -1.74 -1.19 -1.77
C -1.12 -1.35 -3.09
O -1.06 -0.45 -3.92
C 2.02 -1.20 -4.64
C 3.36 -0.93 -4.48
H 7.48 -2.03 -3.70
H 6.33 -3.04 -2.80
H 6.58 -3.31 -4.55
H 4.47 -4.06 -3.83
H 2.09 -4.53 -4.10
H -0.39 -2.12 -5.36
H -0.08 -3.84 -4.94
H -1.24 -4.26 -0.66
H -2.36 -2.93 1.08
H -2.85 1.18 2.20
H -4.05 -0.17 4.50
H -4.42 1.53 4.12
H -1.64 0.38 4.68
H -2.58 1.38 5.78
H -2.56 3.25 4.15
H -0.96 2.81 4.75
H -0.04 1.51 1.42
H -0.52 0.43 2.72
H 0.98 1.38 4.28
H 1.85 1.20 2.76
H 1.07 3.69 4.26
H 2.57 3.27 3.45
H 1.71 5.00 2.15
H 1.22 3.58 1.23
H -0.54 5.42 1.57
H -0.56 4.98 3.27
H -2.42 3.96 2.03
H -1.29 3.22 0.89
H -3.31 1.12 0.13
H -2.29 0.83 -2.11
H 1.33 -0.41 -4.86
H 3.74 0.08 -4.58

Atomic partial charges in e from the Mulliken method, atoms 1 to 2: -0.840 -0.451

=====

For each record above, in turn, the calculated highest occupied orbital energy values are -0.0974; -0.4082; -0.3923; -0.3086 hartree.
For each record above, in turn, the calculated frontier orbital gap values are 3.120; 6.331; 11.004; 8.432 eV.